# 1
The following is a quantum chemistry calculation of one molecule with the formula C4H8O5S, from the Open Molecules 2025 dataset.

CARTESIAN COORDINATES (ANGSTROEM)
S 1.52 1.27 -0.18
O -1.47 1.33 -0.48
O -0.25 1.08 1.29
O 0.87 2.36 -0.94
O 3.05 1.27 -0.85
O 0.95 -0.17 -0.82
C -1.75 -0.72 0.86
C -1.20 0.67 0.65
C -0.77 -1.51 -0.03
C 0.72 -1.15 0.15
H -1.64 -1.01 1.83
H 0.89 -0.88 1.13
H -0.77 1.96 -0.82
H -0.96 -2.70 -0.03
H 1.43 -1.86 -0.11
H 3.24 2.16 -1.06
H -2.88 -0.82 0.41
H -0.96 -1.27 -1.00

- gap between HOMO and LUMO (eV) = 10.73

# 2
The following is a quantum chemistry calculation of C18H21F4N4OPt as an isolated structure, from the Open Molecules 2025 dataset.

CARTESIAN COORDINATES (ANGSTROEM)
Pt 0.72 -0.23 -0.54
F -3.10 -2.61 4.46
F -0.60 -2.17 3.79
F -4.57 -1.41 0.16
F -2.07 -1.01 -0.62
O 0.24 4.73 0.93
N -0.60 1.31 -0.95
N 2.31 -1.45 -0.26
N 0.01 -1.20 1.13
N -1.58 5.88 0.20
C -2.31 -1.31 0.62
C -1.52 -1.99 2.90
C 1.22 -1.59 1.93
C 3.35 -0.74 -1.09
C -1.11 3.62 -0.62
C 2.20 -2.90 -0.66
C 2.51 -1.27 1.20
C -2.83 -2.20 3.25
C -0.50 2.44 -0.24
C 2.91 0.71 -1.30
C -1.95 2.45 -2.54
C -1.84 3.63 -1.80
C -1.17 -1.48 1.54
C -3.60 -1.55 1.02
C -0.76 4.81 0.25
C 1.45 -3.11 -1.96
C -1.32 1.31 -2.10
C -3.87 -1.99 2.33
H 1.72 -3.44 0.15
H -2.50 2.43 -3.47
H 4.33 -0.80 -0.63
H -1.36 0.39 -2.67
H 1.12 -2.66 2.13
H 1.20 -1.07 2.89
H 1.89 -2.58 -2.80
H 3.07 1.36 -0.44
H 2.80 -0.23 1.37
H -2.31 4.54 -2.16
H 0.40 -2.82 -1.87
H -4.89 -2.19 2.63
H 3.23 -3.28 -0.73
H 0.11 2.44 0.66
H 3.36 1.15 -2.18
H -2.44 5.90 -0.32
H -1.34 6.69 0.75
H 1.80 0.83 -1.63
H 1.46 -4.17 -2.21
H 3.39 -1.26 -2.05
H 3.32 -1.91 1.57

- charge = +3
- gap between HOMO and LUMO (spin up / spin down) (eV) = 3.80 / 3.80

# 3
The following is a quantum chemistry calculation of C19H29N3O7PtS as an isolated structure, from the Open Molecules 2025 dataset.

CARTESIAN COORDINATES (ANGSTROEM)
Pt -0.57 -0.69 -1.48
S -2.14 1.95 -2.21
O -2.80 0.77 -2.71
O -2.63 3.24 -2.56
O 3.27 0.80 -2.93
O 0.17 0.31 0.29
O -0.37 -4.82 -0.45
O 1.44 -0.34 -2.35
O -0.68 -2.61 -0.43
N 0.64 -1.47 1.64
N -0.63 1.81 -2.79
N -1.27 -1.63 -3.26
C -2.84 0.75 1.56
C -0.08 -3.64 -2.50
C 3.39 -0.89 1.70
C 1.37 -2.05 2.77
C -2.71 0.75 0.18
C 0.52 2.70 -2.59
C -1.95 2.97 1.67
C -2.20 1.88 -0.45
C 1.44 0.74 2.25
C -2.68 1.86 3.81
C 2.18 0.76 -2.39
C -2.48 1.86 2.32
C 2.89 -2.07 2.54
C -1.29 -3.11 -3.25
C 2.98 0.48 2.25
C 1.63 2.05 -1.75
C -0.38 -3.75 -1.03
C -1.82 2.99 0.29
C 0.71 -0.19 1.32
H 3.45 1.24 1.62
H 0.91 2.95 -3.58
H 1.25 1.82 -0.76
H 1.23 1.76 1.94
H -1.45 3.88 -0.22
H 2.46 2.75 -1.68
H -3.25 -0.13 2.05
H -0.62 -1.31 -3.97
H -2.21 -3.44 -2.76
H 0.76 -2.95 -2.64
H 3.38 -2.07 3.51
H 0.99 -3.06 2.90
H 0.18 -2.10 0.97
H 3.17 -2.99 2.02
H -3.03 -0.10 -0.40
H 4.48 -0.94 1.67
H 1.14 -1.48 3.67
H -0.39 0.88 -3.12
H -1.30 -3.50 -4.27
H 3.03 -0.99 0.68
H 1.03 0.60 3.26
H -2.26 2.76 4.26
H -3.74 1.81 4.05
H -2.20 0.99 4.27
H 0.15 3.61 -2.13
H -1.66 3.84 2.25
H 0.21 -4.63 -2.86
H -2.19 -1.23 -3.44
H 3.36 0.61 3.26

- gap between HOMO and LUMO (spin up / spin down) (eV) = 7.60 / 7.67

# 4
The following is a quantum chemistry calculation of C3H2O2Ru as an isolated structure, from the Open Molecules 2025 dataset.

CARTESIAN COORDINATES (ANGSTROEM)
Ru 2.42 1.25 0.52
O 1.08 -0.58 -0.14
O -0.49 1.22 -0.27
C 0.77 1.09 -0.67
C -1.06 0.03 0.17
C -0.16 -0.97 0.23
H -0.42 -2.02 0.08
H -2.14 -0.03 0.09

- charge = +2
- gap between HOMO and LUMO (spin up / spin down) (eV) = 7.45 / 8.08
- spin multiplicity = 7

# 5
The following is a quantum chemistry calculation of C4H8B2F8OSn as an isolated structure, from the Open Molecules 2025 dataset.

CARTESIAN COORDINATES (ANGSTROEM)
Sn -0.21 -1.40 0.73
F 2.00 -0.77 1.14
F -0.97 -3.11 -0.52
F -2.32 -1.39 -0.07
F -3.06 -3.47 0.15
F 2.55 -0.59 3.29
F 0.43 -0.24 2.75
F -2.62 -2.71 -1.90
F 1.16 -2.33 2.65
O 0.22 0.45 0.18
C 1.07 2.16 -1.12
C 1.47 1.03 -0.19
C -0.24 1.71 -1.58
C -0.96 1.23 -0.32
B 1.57 -1.01 2.44
B -2.26 -2.64 -0.63
H 1.71 2.32 -2.00
H -1.02 2.37 -1.97
H -1.33 2.08 0.25
H 1.89 1.40 0.74
H -1.90 0.70 -0.44
H 1.07 3.11 -0.59
H -0.22 0.85 -2.25
H 1.99 0.23 -0.72

- gap between HOMO and LUMO (eV) = 9.47

# 6
The following is a quantum chemistry calculation of a 11-piece molecular cluster, C34H95N5O11 overall, from the Open Molecules 2025 dataset.

CARTESIAN COORDINATES (ANGSTROEM)
O -19.99 -3.76 0.54
O -18.70 -2.17 7.08
O -16.22 3.15 2.33
O -15.43 6.62 -0.75
O -14.68 3.76 -4.68
O -13.02 -2.56 5.03
O -13.19 4.40 5.42
O -17.64 1.87 -3.02
O -15.63 7.58 5.16
O -14.21 -2.58 2.61
O -20.15 4.49 -0.05
N -15.92 3.96 4.99
N -22.48 5.41 1.45
N -16.50 -4.86 0.82
N -14.75 9.71 -2.67
N -15.39 3.52 -2.14
C -15.89 6.34 0.55
C -11.66 3.05 4.09
C -17.70 5.60 4.23
C -17.55 0.50 -3.32
C -13.88 2.85 -3.91
C -13.99 3.27 -2.47
C -15.53 1.97 1.93
C -17.58 -3.85 0.70
C -14.77 -1.85 6.59
C -21.21 -4.24 -0.04
C -15.66 6.28 5.70
C -15.60 0.98 3.09
C -21.07 7.30 2.23
C -21.23 6.16 1.22
C -20.02 5.24 1.16
C -13.48 -2.60 1.36
C -12.23 -3.48 1.55
C -14.04 7.43 -3.37
C -17.05 -2.68 -0.08
C -13.01 -0.26 5.64
C -12.66 4.22 4.08
C -14.95 8.28 -2.45
C -13.22 -1.16 1.04
C -16.24 5.34 4.62
C -16.28 1.44 0.71
C -19.85 3.12 0.04
C -15.09 7.96 -0.97
C -15.01 8.57 5.95
C -13.80 4.06 3.13
C -18.84 -4.46 0.12
C -13.29 2.32 -1.54
C -13.33 -1.64 6.07
C -18.33 -0.90 6.58
C -14.31 3.88 -6.04
H -10.79 3.14 4.74
H -13.30 4.31 -6.05
H -13.64 3.51 2.20
H -15.93 0.43 0.48
H -15.04 4.56 -6.46
H -17.09 0.37 -4.30
H -14.27 1.85 -4.12
H -14.48 2.23 1.73
H -14.97 1.27 3.92
H -19.14 -0.17 6.59
H -16.89 -0.02 -2.61
H -15.26 -0.03 2.81
H -16.63 0.73 3.35
H -15.10 9.47 5.33
H -22.36 4.68 2.14
H -15.93 8.02 -2.89
H -13.70 1.30 -1.53
H -12.70 -1.91 6.93
H -14.07 7.84 -4.37
H -16.19 2.12 -0.14
H -13.66 -2.45 3.41
H -14.97 -2.85 6.96
H -13.30 0.55 6.31
H -14.65 5.93 5.94
H -13.80 9.92 -2.39
H -12.50 -4.53 1.64
H -12.11 2.07 4.25
H -18.80 2.91 0.31
H -21.48 -3.41 -0.71
H -14.26 8.28 -0.33
H -15.45 -1.77 5.73
H -18.22 5.91 5.14
H -15.78 4.18 -2.80
H -12.51 4.79 5.96
H -16.29 5.34 0.70
H -19.95 4.67 2.09
H -13.42 -0.03 4.65
H -19.10 -2.02 7.94
H -17.50 -0.48 7.16
H -16.70 -2.96 -1.07
H -21.11 -5.10 -0.71
H -17.81 -3.68 1.76
H -14.89 10.01 -3.62
H -15.48 8.58 6.93
H -18.51 -0.01 -3.29
H -21.41 6.57 0.23
H -17.65 6.35 3.45
H -17.33 1.35 0.95
H -11.24 3.07 3.08
H -15.07 6.33 1.28
H -16.22 3.29 3.31
H -14.23 -3.12 0.75
H -15.99 8.55 -0.73
H -21.85 8.05 2.06
H -18.88 -5.50 0.49
H -19.12 5.84 0.98
H -15.64 5.59 3.74
H -11.53 -3.26 0.74
H -18.83 -4.56 -0.98
H -14.10 5.05 2.78
H -18.11 4.70 3.77
H -12.99 -3.48 5.29
H -13.93 8.43 6.02
H -15.04 -1.05 7.28
H -16.44 3.57 5.78
H -13.42 4.22 -2.43
H -14.96 3.94 5.33
H -14.44 6.41 -3.40
H -14.25 2.96 -6.63
H -13.02 7.31 -2.98
H -12.22 2.19 -1.76
H -16.63 -5.65 1.43
H -16.59 7.13 0.84
H -15.73 -4.35 1.25
H -11.80 -3.18 2.51
H -16.24 6.16 6.63
H -17.91 -1.04 5.58
H -12.87 2.93 -4.33
H -19.94 2.76 -0.99
H -14.07 -0.48 1.04
H -22.82 5.00 0.59
H -11.94 -0.12 5.47
H -13.25 2.60 -0.49
H -20.10 7.78 2.08
H -21.89 -4.49 0.77
H -12.61 -0.67 1.80
H -16.82 2.29 -2.71
H -12.18 5.19 3.93
H -12.68 -1.08 0.09
H -21.18 6.99 3.27
H -20.56 2.60 0.69
H -14.72 3.67 3.59
H -16.23 -2.21 0.47
H -17.83 -1.92 -0.15
H -15.49 3.92 -1.21

- SMILES = COC[C@H](C)N.COC[C@H](C)N.COC[C@H](C)N.COC[C@H](C)N.COC[C@H](C)N.CC(C)O.CC(C)O.CC(C)O.CC(C)O.CO.CO
- gap between HOMO and LUMO (eV) = 8.99

In the order shown, the computed energy above the lowest of the compared OMol25 structures with the same formula, charge and spin values come out to 79.8; 19.7; 196.6; 127.6; 127.6; 146.1 kJ/mol.